Computed, not measured: 6 unconnected molecules or ions with the total composition C23H36F13O15P at a distorted geometry, with ωB97M-V/def2-TZVPD.

The calculation puts the orbital gap at 0.27866 Ha.

```
! RIJCOSX wB97M-V def2-TZVPD def2/J DEFGRID3
* xyz 0 1
F 0.551 0.014 2.376
C 0.965 -1.330 1.940
F 2.194 -1.673 2.750
F -0.117 -2.293 2.371
C 1.297 -1.511 0.352
F 2.517 -2.408 0.309
F 0.217 -2.330 -0.241
C 1.727 -0.173 -0.465
F 2.651 -0.666 -1.562
F 2.635 0.641 0.409
C 0.572 0.665 -1.232
F 1.306 1.534 -2.232
F -0.362 -0.139 -2.074
C -0.338 1.696 -0.363
F -0.745 2.781 -1.340
F 0.348 2.424 0.727
C -1.753 1.105 0.213
F -2.094 1.896 1.448
F -1.750 -0.323 0.585
C -3.043 1.318 -0.814
C -4.180 0.102 -0.667
P -3.678 -1.236 -1.939
H -3.574 2.320 -0.517
H -2.720 1.278 -1.963
H -5.213 0.552 -1.023
H -4.304 -0.280 0.432
H -4.758 -1.613 -2.812
H -3.028 -2.367 -1.328
C 3.360 1.486 -3.919
O 4.576 1.837 -4.578
C 5.083 0.860 -5.371
O 4.594 -0.245 -5.551
O 6.229 1.325 -5.930
C 6.878 0.396 -6.796
H 3.045 2.339 -3.313
H 2.573 1.273 -4.650
H 3.514 0.629 -3.255
H 6.232 0.140 -7.642
H 7.173 -0.504 -6.247
H 7.782 0.872 -7.186
C -1.321 -8.224 5.942
O -0.248 -7.291 5.832
C -0.621 -6.060 5.398
O -1.756 -5.715 5.110
O 0.488 -5.280 5.341
C 0.246 -3.947 4.897
H -0.909 -9.173 6.296
H -2.062 -7.877 6.670
H -1.787 -8.394 4.965
H -0.432 -3.429 5.583
H -0.157 -3.946 3.879
H 1.201 -3.414 4.890
C 8.510 -2.736 1.153
O 8.155 -1.907 0.048
C 6.881 -2.075 -0.389
O 6.060 -2.850 0.076
O 6.680 -1.233 -1.433
C 5.372 -1.302 -1.999
H 9.548 -2.517 1.419
H 7.879 -2.515 2.020
H 8.440 -3.794 0.880
H 4.616 -1.024 -1.258
H 5.176 -2.302 -2.398
H 5.323 -0.587 -2.825
C -9.344 -1.284 1.082
O -10.228 -0.416 0.375
C -9.605 0.480 -0.431
O -8.399 0.589 -0.584
O -10.557 1.235 -1.036
C -10.043 2.229 -1.921
H -9.950 -1.957 1.695
H -8.757 -1.888 0.383
H -8.689 -0.710 1.746
H -9.483 1.765 -2.739
H -9.415 2.943 -1.377
H -10.890 2.772 -2.348
C 0.253 4.593 2.152
O 0.717 5.932 2.311
C 0.305 6.785 1.339
O -0.402 6.498 0.386
O 0.815 8.012 1.613
C 0.460 9.019 0.667
H 0.642 3.999 2.983
H -0.841 4.557 2.186
H 0.627 4.163 1.217
H -0.625 9.160 0.641
H 0.843 8.766 -0.328
H 0.922 9.958 0.984
*
```